12
Properties=species:S:1:pos:R:3 method="wB97M-V/def2-TZVPD" e_homo_ev=-2.73 charge=-1 e_lumo_ev=4.3
S 1.7423 2.4079 0.1202
H 1.3111 3.2970 1.0303
C -0.2776 -1.4177 0.6712
C -0.1066 -0.6290 -0.6198
N -0.9180 0.5826 -0.5774
H -1.1827 -2.0336 0.6154
H -0.4358 -0.7750 1.5345
H 0.5775 -2.0449 0.9299
H -0.4298 -1.2144 -1.4828
H 0.9639 -0.4330 -0.7577
H -0.8334 1.0157 -1.4935
H -0.4108 1.2445 0.0296

12
Properties=species:S:1:pos:R:3 method="wB97M-V/def2-TZVPD" e_homo_ev=-2.79 charge=-1 e_lumo_ev=4.0
S 1.4303 -3.0310 0.2693
H 0.1189 -3.5216 0.2574
C -0.2817 0.9665 -1.1044
C -0.4716 0.9187 0.4096
N 0.7155 0.1728 0.9367
H -1.1987 1.1571 -1.6364
H 0.2194 0.0676 -1.4147
H 0.2002 1.8788 -1.3989
H -1.4120 0.3192 0.7594
H -0.6094 1.9281 0.6250
H 0.9883 -0.7497 0.4543
H 0.3007 -0.1066 1.8426

12
Properties=species:S:1:pos:R:3 method="wB97M-V/def2-TZVPD" e_homo_ev=-13.63 charge=+1 e_lumo_ev=-5.3
C 0.8106 0.9502 2.0266
S 0.5385 -0.6961 1.2981
H 0.8707 1.7319 1.2777
H -0.0321 1.1397 2.6780
H 1.7102 0.9271 2.6234
H 1.7290 -0.8113 0.7032
C -1.2588 -1.0644 -1.9480
N -0.6098 -0.0209 -1.6383
H -1.8520 -1.0871 -2.8548
H -1.1817 -1.9040 -1.2681
H -0.1007 -0.0082 -0.7229
H -0.6240 0.8430 -2.1747

13
Properties=species:S:1:pos:R:3 method="wB97M-V/def2-TZVPD" e_homo_ev=-3.03 charge=-1 e_lumo_ev=3.7
S 1.3481 0.9087 -1.6087
H 1.2871 0.0102 -0.4905
H 2.5752 0.6337 -1.9522
C -1.5935 0.3873 0.1489
C -0.4585 0.4571 1.1944
S 0.7014 -0.9123 1.0172
N -2.2529 -0.9182 0.0319
H -1.1350 0.5965 -0.8413
H -2.3639 1.1528 0.3500
H -0.8564 0.4064 2.1828
H 0.0647 1.3902 1.1058
H -2.7757 -1.1572 0.8679
H -1.5053 -1.6136 -0.0408

11
Properties=species:S:1:pos:R:3 method="wB97M-V/def2-TZVPD" smiles=CC.O e_homo_ev=-11.62 e_lumo_ev=1.1
C -2.0112 -0.0499 -1.2369
C -2.5544 -0.8689 -0.0692
H -0.9267 -0.1321 -1.3888
H -2.1983 1.0091 -1.0956
H -2.4090 -0.3919 -2.1920
H -2.8589 -0.2313 0.7667
H -3.4551 -1.4194 -0.3476
H -1.8453 -1.5920 0.3223
O 5.7278 1.1321 1.6408
H 6.1543 1.9868 1.5290
H 6.3768 0.5576 2.0714

11
Properties=species:S:1:pos:R:3 method="wB97M-V/def2-TZVPD" smiles=CO.C e_homo_ev=-10.50 e_lumo_ev=0.9
C -1.5945 0.3296 0.0141
O -2.8953 -0.2117 -0.0581
H -1.7096 1.4167 -0.1399
H -0.9328 -0.0264 -0.7890
H -1.0868 0.1744 0.9781
H -2.8260 -1.1491 0.1151
C 2.2145 -0.0970 -0.0210
H 2.1136 -0.6920 0.8976
H 2.5291 0.9198 0.2032
H 1.2478 -0.0956 -0.5129
H 2.9401 -0.5686 -0.6872

12
Properties=species:S:1:pos:R:3 method="wB97M-V/def2-TZVPD" smiles=CO.CO e_homo_ev=-9.95 e_lumo_ev=0.7
C -0.6951 -1.2419 0.8267
O 0.1115 -2.1614 0.0498
H -0.7026 -1.6331 1.8440
H -0.3419 -0.2112 0.7921
H -1.6572 -1.2308 0.3145
H 1.0225 -2.1554 0.3525
C 0.3013 1.7877 -0.6777
O 0.0324 0.4473 -0.9620
H -0.0007 2.4753 -1.4678
H -0.2571 2.1640 0.1795
H 1.3558 1.8323 -0.4055
H 0.8310 -0.0728 -0.8460

12
Properties=species:S:1:pos:R:3 method="wB97M-V/def2-TZVPD" smiles=CO.CO e_homo_ev=-9.77 e_lumo_ev=0.7
C 0.6878 -0.0036 -1.3902
O -0.0363 1.1128 -0.8702
H 1.7162 0.3374 -1.5967
H 0.2380 -0.3565 -2.3335
H 0.7328 -0.8494 -0.6837
H -0.1170 1.8450 -1.5166
C -0.3858 -0.6616 1.5343
O -1.1818 0.5255 1.5734
H -0.4271 -1.1831 2.5054
H 0.6610 -0.3799 1.3306
H -0.7227 -1.3568 0.7470
H -1.1651 0.9703 0.7003

12
Properties=species:S:1:pos:R:3 method="wB97M-V/def2-TZVPD" smiles=CO.CO e_homo_ev=-10.44 e_lumo_ev=0.9
C 0.1191 1.3196 -1.4611
O 0.7195 0.5143 -2.4877
H 0.6248 1.0299 -0.5609
H -0.9618 1.2032 -1.3677
H 0.3226 2.3784 -1.6358
H 0.1957 0.5971 -3.2882
C -0.0938 -1.1932 1.4119
O -0.0532 -0.6583 2.7528
H -0.1929 -2.2823 1.4474
H -0.9053 -0.7428 0.8565
H 0.9144 -1.0420 1.0294
H -0.6891 -1.1239 3.3034

12
Properties=species:S:1:pos:R:3 method="wB97M-V/def2-TZVPD" smiles=CO.CO e_homo_ev=-9.97 e_lumo_ev=0.7
C -0.8676 -0.8165 -1.2853
O 0.1740 -1.5463 -0.7055
H -1.4572 -0.5737 -0.4820
H -1.2882 -1.4525 -2.1482
H -0.6153 0.1204 -1.9158
H -0.2301 -2.4547 -0.4236
C 0.8083 1.6864 0.8046
O -0.0576 0.7344 1.2821
H 1.8087 1.5443 1.2238
H 0.2858 2.5881 1.1775
H 0.8435 1.7816 -0.2739
H 0.0780 -0.2774 1.1134

12
Properties=species:S:1:pos:R:3 method="wB97M-V/def2-TZVPD" smiles=CO.CO e_homo_ev=-10.29 e_lumo_ev=0.8
C -2.5429 -0.0522 2.5139
O -3.4373 -1.0522 2.8228
H -2.5062 0.5979 3.3880
H -1.5197 -0.3649 2.3059
H -2.9459 0.4958 1.6622
H -4.3275 -0.7063 2.9208
C 3.1919 0.3770 -2.6529
O 2.4245 -0.8603 -2.6108
H 2.7553 1.2296 -3.1731
H 3.2028 0.7114 -1.6155
H 4.1851 0.1810 -3.0567
H 1.5200 -0.5569 -2.5046

15
Properties=species:S:1:pos:R:3 method="wB97M-V/def2-TZVPD" e_homo_ev="-6.88 / -9.02" e_lumo_ev="-2.7 / 0.2"
C 2.2194 -0.3700 -1.1384
C 1.8938 -0.5523 0.3769
O -1.0571 0.0298 0.7940
O 1.2919 2.1187 0.5237
P -2.4147 0.1316 0.0813
P -4.2656 -0.6910 0.7455
S 1.0905 0.8949 1.2646
H 1.2782 -0.5242 -1.8477
H 2.7275 0.6047 -1.2798
H 2.9786 -1.2065 -1.3969
H 2.8506 -0.7344 0.9206
H 1.0688 -1.1595 0.6333
H -2.7350 1.6089 -0.1649
H -2.3585 -0.5844 -1.1159
H -4.5685 0.4335 1.6036

13
Properties=species:S:1:pos:R:3 method="wB97M-V/def2-TZVPD" s_squared=0.7533 spin_multiplicity=2 e_homo_ev="0.94 / -3.30" charge=-1 e_lumo_ev="4.3 / 4.3"
O -0.5831 1.0661 0.5336
C -0.2081 -0.0189 0.9663
C -0.4859 -1.2809 0.2854
H 0.3361 -0.0167 1.9444
H -1.3074 -1.8784 0.7782
H 0.4423 -1.9266 0.3686
H -0.7321 -1.3934 -0.7493
H -0.6771 0.7991 -1.2238
H -1.7821 0.0942 -2.0353
O -0.8476 0.3427 -2.0783
H 1.4947 2.0167 0.3576
H 2.3573 0.8953 0.0215
O 1.9929 1.3007 0.8313

13
Properties=species:S:1:pos:R:3 method="wB97M-V/def2-TZVPD" smiles="CC=O.O.O" e_homo_ev=-10.05 e_lumo_ev=0.6
C -0.1634 0.9124 -0.8580
C -0.2843 1.3216 0.5925
O -0.0743 0.5152 1.4555
H 0.5965 0.1610 -1.0402
H 0.0506 1.7168 -1.5715
H -1.1522 0.6266 -1.2451
H -0.5100 2.3883 0.7181
O 2.8145 -0.6329 -0.6047
H 2.6711 -1.2879 0.1095
H 2.8399 -1.2116 -1.3741
O -2.4828 -1.4410 -0.0304
H -1.7688 -0.8246 -0.2675
H -2.3746 -2.2816 -0.5222

13
Properties=species:S:1:pos:R:3 method="wB97M-V/def2-TZVPD" smiles="CC=O.O.O" e_homo_ev=-10.41 e_lumo_ev=0.6
C 1.8500 0.0855 -2.0383
C 1.6072 -0.3676 -0.6569
O 1.1180 0.2635 0.3071
H 2.1219 1.1693 -1.9849
H 2.6665 -0.4603 -2.4085
H 0.9840 0.0864 -2.6788
H 1.9360 -1.3843 -0.6279
O -2.3519 0.8663 2.5220
H -2.8767 0.6784 3.3902
H -1.7751 1.4855 2.9721
O -1.4418 -0.9460 -0.6104
H -1.8695 -0.7467 0.1928
H -0.5252 -0.6057 -0.4338

14
Properties=species:S:1:pos:R:3 method="wB97M-V/def2-TZVPD" e_homo_ev=-14.97 charge=+2 e_lumo_ev=-13.0
Sn -3.3944 0.5784 -5.3857
O -1.9981 -4.1465 -2.9630
H -1.1897 -4.6486 -3.0657
H -2.4415 -4.5550 -2.2196
C 0.7515 1.2529 2.0668
C 0.6052 1.8773 0.6157
O 0.4285 0.8756 -0.2647
O 1.9073 0.4018 2.3116
H -0.2165 0.8828 2.4047
H 1.0490 2.0798 2.7116
H 1.5148 2.3297 0.2205
H -0.3312 2.4195 0.4846
H 1.0704 0.1758 -0.1241
H 2.2447 0.4765 3.2072

14
Properties=species:S:1:pos:R:3 method="wB97M-V/def2-TZVPD" s_squared=0.7556 spin_multiplicity=2 e_homo_ev="-15.44 / -14.94" charge=+1 e_lumo_ev="-4.7 / -10.1"
O 0.2106 0.6622 -0.2319
C 0.8278 0.0805 0.6477
O 1.0213 -1.2010 0.5543
C 1.5744 0.7344 1.7605
H 0.4288 -1.8521 0.0611
H 2.5423 1.0429 1.3557
H 1.7292 0.1132 2.6403
H 1.0229 1.6129 2.1057
H -1.5854 -1.9703 -1.4725
H -1.2234 -3.0873 -0.5824
O -0.9049 -2.2276 -0.8447
H -1.1069 1.8923 -1.5582
H -2.2154 1.6648 -0.5701
O -2.0520 2.0950 -1.4080

13
Properties=species:S:1:pos:R:3 method="wB97M-V/def2-TZVPD" e_homo_ev=-9.40 e_lumo_ev=0.5
C -0.7499 -0.2849 1.0372
C -0.2387 -0.0017 -0.4445
O 0.3013 -0.1844 1.9292
P 0.0454 1.8170 -0.5604
P 1.1593 -1.0250 -1.0718
H -1.2374 -1.2822 1.0478
H -1.5502 0.3133 1.4328
H -1.3208 -0.2539 -1.4946
H 0.5715 0.7187 2.0811
H 1.3189 1.5660 -1.2150
H -0.5677 2.1804 -1.8791
H 1.5732 -1.2726 0.3169
H 0.6950 -2.2907 -1.1797

12
Properties=species:S:1:pos:R:3 method="wB97M-V/def2-TZVPD" smiles=CO.CS e_homo_ev=-9.03 e_lumo_ev=0.8
C 1.7178 1.2179 -2.2961
O 0.9511 0.0785 -1.8251
H 2.7895 0.9954 -2.2893
H 1.4330 1.4198 -3.3271
H 1.5193 2.0763 -1.6501
H 1.5699 -0.2737 -1.1793
C -1.5100 -1.0349 1.6602
S -2.5358 -0.2178 2.8910
H -0.4444 -0.8745 1.8224
H -1.6885 -2.0807 1.4703
H -1.7460 -0.4769 0.7452
H -2.0560 -0.8292 3.9779

12
Properties=species:S:1:pos:R:3 method="wB97M-V/def2-TZVPD" smiles=CSC.O e_homo_ev=-8.68 e_lumo_ev=0.6
C 0.7481 -0.1976 -2.2712
S 1.4246 -0.3131 -0.6332
C 0.0155 -0.7242 0.3187
H 0.0244 -1.0613 -2.4202
H 0.5594 0.7185 -2.9079
H 1.6656 -0.6636 -2.9109
H 0.1714 -0.6148 1.3912
H -0.2766 -1.7851 0.2885
H -1.1375 -0.3598 0.3528
O -2.9722 1.4450 2.8179
H -2.2690 2.0948 2.5901
H -2.3347 0.6516 2.9201

13
Properties=species:S:1:pos:R:3 method="wB97M-V/def2-TZVPD" e_homo_ev=-9.14 e_lumo_ev=-1.2
C -1.6007 -0.0684 1.1941
O -0.3189 -0.6361 1.0470
H -2.4063 -0.1659 0.4594
H -1.4683 0.9799 1.4974
H -2.0056 -0.5791 2.1117
H -0.2954 -0.8473 -0.0898
C 1.8882 0.4871 -0.6847
S 1.5640 -0.5541 -2.0167
S -0.7308 -0.9628 -1.6651
H 1.6997 1.5570 -0.5600
H 1.4443 0.0065 0.2125
H 2.8704 0.4426 -0.1757
H -0.6404 0.3405 -1.3301

14
Properties=species:S:1:pos:R:3 method="wB97M-V/def2-TZVPD" e_homo_ev=-7.21 e_lumo_ev=-0.9
C -2.3567 -0.2102 1.2590
C -1.0754 0.4845 -1.7900
O 0.3584 -0.0075 1.0173
Si -0.8896 0.1340 0.1163
S 1.9500 0.1984 1.4188
S 4.9655 -0.5917 -0.4734
H -2.6151 0.5859 2.0335
H -3.1800 -0.3552 0.5619
H -2.1485 -1.1044 1.8644
H -0.1246 0.3961 -2.2082
H -1.5990 -0.2863 -2.3359
H -1.7694 1.3648 -1.9612
H 3.5421 -0.8374 -0.0295
H 4.9424 0.2292 0.5271

13
Properties=species:S:1:pos:R:3 method="wB97M-V/def2-TZVPD" e_homo_ev=-8.32 e_lumo_ev=0.0
C 2.6317 1.4409 0.3829
C 2.2491 0.2044 0.3366
O 0.4758 -1.7982 -0.1999
Si -2.1122 0.3119 0.0017
Si 1.1690 -0.5826 -1.0051
H 3.1836 1.7378 1.2044
H 2.0680 2.3046 -0.2641
H 2.7223 -0.5940 1.0019
H 0.6606 -1.9583 0.6461
H -3.3541 0.8100 0.4516
H -1.4590 1.1757 -1.0206
H -1.0751 -0.1083 0.8155
H -2.6001 -1.0646 -0.5712

13
Properties=species:S:1:pos:R:3 method="wB97M-V/def2-TZVPD" e_homo_ev=-7.01 e_lumo_ev=-0.1
C -1.1616 1.0720 1.3438
C -1.7513 0.3208 0.4299
O -1.1376 -2.3498 -0.4202
Si 2.3512 -0.2872 0.2369
Si -0.9646 -0.7512 -0.8690
H -1.7987 1.5204 2.1889
H -0.0681 0.9648 1.5624
H -2.7981 0.2464 0.4366
H -0.7898 -2.4914 0.4483
H 3.1113 0.9339 0.0679
H 2.7760 -1.5303 -0.3655
H 1.8464 -0.4635 1.6877
H -0.9962 -1.0887 -2.4053

13
Properties=species:S:1:pos:R:3 method="wB97M-V/def2-TZVPD" e_homo_ev="-13.96 / -13.99" charge=+1 e_lumo_ev="-7.3 / -7.3"
C -0.1673 1.9116 0.3741
C -0.6086 -1.2481 0.6269
P -0.1793 0.2701 -0.5051
S 2.2999 -0.1579 -2.2959
S -1.7160 0.6608 -1.8220
H 0.1259 1.9331 1.4910
H -1.2205 2.1352 0.2236
H 0.4244 2.5951 -0.1692
H 0.2577 -1.3507 1.2831
H -0.4634 -2.0464 -0.0346
H -1.5823 -1.0196 0.9535
H 3.1891 0.7050 -1.7026
H -1.3262 -0.3753 -2.5059

11
Properties=species:S:1:pos:R:3 method="wB97M-V/def2-TZVPD" smiles=CC.S e_homo_ev=-9.79 e_lumo_ev=0.8
C -2.3254 0.5639 0.5363
C -1.7486 -0.2924 -0.6352
H -3.3101 0.9271 0.2578
H -1.6811 1.4245 0.7542
H -2.4927 -0.0152 1.4595
H -1.2567 0.2729 -1.4325
H -1.0676 -0.9534 -0.1381
H -2.6276 -0.8103 -0.9969
S 2.0613 -0.2223 0.0972
H 2.1176 -0.0572 -1.2221
H 1.7815 1.1399 0.3556

12
Properties=species:S:1:pos:R:3 method="wB97M-V/def2-TZVPD" smiles=CS.CS e_homo_ev=-9.04 e_lumo_ev=0.6
C 0.2375 2.3580 0.3115
S 1.6051 1.5027 1.2807
H -0.0716 3.2384 0.8586
H 0.7668 2.6828 -0.6005
H -0.7624 1.8460 0.4036
H 2.4533 1.6040 0.0720
C -0.6546 -2.5379 -0.1233
S -1.6204 -1.4173 -1.1089
H 0.1417 -2.9177 -0.7311
H -0.4085 -2.2585 0.9217
H -1.2392 -3.3863 0.1075
H -0.4476 -0.7143 -1.3919

12
Properties=species:S:1:pos:R:3 method="wB97M-V/def2-TZVPD" smiles=CS.CS e_homo_ev=-8.76 e_lumo_ev=0.9
C 2.1577 0.4335 1.4564
S 1.8992 0.6427 -0.3526
H 1.2034 0.1366 1.8933
H 2.3283 1.4496 1.8180
H 3.0087 -0.1838 1.7197
H 1.4382 1.8948 -0.1443
C -2.2113 -1.1422 -0.7791
S -2.0894 0.6327 -1.3195
H -1.2590 -1.4092 -0.3440
H -2.3814 -1.7319 -1.6814
H -3.0456 -1.1596 -0.0740
H -1.0489 0.4367 -2.1925

14
Properties=species:S:1:pos:R:3 method="wB97M-V/def2-TZVPD" smiles=CSS.CSS e_homo_ev=-9.06 e_lumo_ev=0.4
C -1.5543 -1.1157 -0.8922
S -1.5645 -0.5656 0.8329
S -2.7824 1.0826 0.7068
H -1.2060 -0.2989 -1.5211
H -2.5828 -1.3094 -1.1930
H -0.9425 -2.0156 -0.9255
H -1.8215 2.0067 0.8939
C 1.5483 0.4037 -0.6369
S 2.1064 1.4509 0.7330
S 2.7905 0.0424 2.0528
H 1.0414 1.0456 -1.3504
H 0.9286 -0.3793 -0.2161
H 2.4095 -0.0838 -1.0939
H 1.6294 -0.2638 2.6098

Values for electronic energy, eV, ordered as above
-14530.048 -14529.237 -14521.579 -25365.333 -4250.987 -4250.621 -6297.112 -6297.614 -6297.558 -6296.780 -6297.303 -35707.506 -8344.197 -8345.403 -8345.048 -14153.284 -10383.825 -22825.197 -15085.607 -15084.719 -25918.625 -33796.765 -20003.430 -20002.762 -33153.622 -13038.514 -23872.805 -23873.625 -45544.635
Values for energy relative to the best compared isomer or geometry (same formula, charge and spin), kcal/mol, ordered as above
1.0 19.8 13.7 5.5 2.6 11.1 29.9 18.4 19.6 37.6 25.5 84.6 25.8 13.8 22.0 126.7 8.8 47.0 20.1 40.6 76.3 83.5 74.4 89.8 61.5 5.7 30.9 12.0 2.4